Entry 1:
The following is a DFT calculation (ωB97M-V/def2-TZVPD) of C20H31FeO5S as an isolated structure at a distorted geometry.

Output
HOMO level (spin up / spin down): -3.5 / -3.7 eV
spin multiplicity: 5
energy relative to the best compared isomer or geometry (same formula, charge and spin): 0.000 eV
total charge: -1
<S²>: 6.0186
Kohn-Sham gap (spin up / spin down): 6.06 / 6.31 eV

CARTESIAN COORDINATES (ANGSTROEM)
Fe: -0.730 -0.587 1.602
S: 0.867 1.551 3.612
O: 0.510 0.728 4.761
O: 2.286 1.704 3.313
O: -0.672 -0.242 -2.924
O: 2.018 0.683 -2.379
O: 0.111 1.099 2.367
C: 1.063 -1.644 -3.986
C: -2.788 -1.463 2.343
C: 1.683 -1.741 1.533
C: 1.863 -1.311 2.884
C: -2.672 0.855 2.435
C: -0.041 -2.618 2.809
C: 0.195 3.179 3.901
C: -3.056 -0.248 1.601
C: 0.815 -1.868 3.668
C: -0.701 1.046 -3.678
C: -2.182 0.334 3.677
C: 1.514 -0.091 -1.263
C: -2.283 -1.085 3.632
C: -1.254 -1.746 -4.839
C: 0.451 0.752 -0.558
C: 0.996 2.172 -0.741
C: 2.057 2.035 -1.870
C: -0.113 0.449 -4.950
C: -0.214 -0.875 -4.161
C: 0.468 -2.523 1.462
H: 3.050 2.232 -1.431
H: 2.422 -1.655 0.742
H: 0.433 0.479 0.513
H: 0.740 -1.810 4.748
H: -2.126 -1.163 -5.158
H: -1.555 -2.566 -4.186
H: -0.842 -3.276 3.131
H: 0.873 -2.450 -3.270
H: -0.795 -2.172 -5.740
H: 0.611 3.867 3.163
H: -2.086 -1.744 4.473
H: -3.087 -2.466 2.052
H: 2.343 -0.239 -0.550
H: 1.895 -1.017 -3.654
H: -1.927 0.902 4.563
H: 1.171 -1.081 -1.597
H: 0.470 3.504 4.907
H: -3.614 -0.192 0.669
H: 0.109 -3.096 0.604
H: 1.323 -2.091 -4.950
H: 1.863 2.735 -2.690
H: -0.794 0.518 -5.802
H: -0.046 1.815 -3.237
H: 0.213 2.901 -0.999
H: -0.891 3.115 3.804
H: 1.490 2.500 0.190
H: -1.737 1.409 -3.801
H: 2.748 -0.811 3.266
H: 0.903 0.767 -5.184
H: -2.814 1.907 2.204
H: -0.536 0.632 -1.034


Entry 2:
The following is a DFT calculation (ωB97M-V/def2-TZVPD) of a 2-piece molecular cluster, C4H9N2O2 overall.

Output
HOMO level (spin up / spin down): -7.9 / -7.9 eV
spin multiplicity: 2
energy relative to the best compared isomer or geometry (same formula, charge and spin): 0.579 eV
<S²>: 0.7570
Kohn-Sham gap (spin up / spin down): 8.48 / 4.76 eV

CARTESIAN COORDINATES (ANGSTROEM)
O: 0.859 1.413 -0.697
O: 1.802 0.610 1.052
N: 2.956 2.113 -0.209
N: -1.568 -1.264 0.646
C: -0.878 -2.010 -1.527
C: -1.700 0.070 1.223
C: -0.640 -1.380 -0.389
C: 1.884 1.363 0.092
H: -1.827 0.854 0.468
H: -2.551 0.093 1.900
H: -1.841 -2.480 -1.712
H: -2.448 -1.643 0.330
H: -0.804 0.306 1.792
H: -0.121 -2.111 -2.287
H: 0.324 -0.939 -0.210
H: 2.864 2.794 -0.943
H: 3.689 2.211 0.470


Entry 3:
The following is a DFT calculation (ωB97M-V/def2-TZVPD) of Br3Sr as an isolated structure at a distorted geometry.

Output
HOMO level: -4.8 eV
spin multiplicity: 1
total charge: -1
Kohn-Sham gap: 7.68 eV

CARTESIAN COORDINATES (ANGSTROEM)
Sr: -2.708 -2.139 6.019
Br: -0.970 -1.703 3.858
Br: -4.136 -2.502 4.127
Br: -3.090 -2.033 8.674


Entry 4:
The following is a DFT calculation (ωB97M-V/def2-TZVPD) of a 17-piece molecular cluster, C2H38O18 overall at a distorted geometry.

Output
HOMO level: -10.8 eV
spin multiplicity: 1
energy relative to the best compared isomer or geometry (same formula, charge and spin): 5.058 eV
Kohn-Sham gap: 10.77 eV

CARTESIAN COORDINATES (ANGSTROEM)
O: 0.535 -2.163 2.065
O: 1.523 3.964 -1.276
O: -2.514 2.679 0.615
O: -2.466 0.942 2.173
O: 3.896 -2.110 -0.492
O: 2.204 2.571 0.956
O: 0.622 -5.209 0.266
O: -0.355 2.973 -2.746
O: -1.990 -1.650 1.210
O: -2.011 -2.042 -1.445
O: 4.321 0.124 -2.060
O: 0.103 -0.045 3.809
O: -4.392 0.204 -0.510
O: 1.066 2.620 3.292
O: 1.470 -3.849 -1.686
O: 1.472 -0.685 -0.636
O: -2.907 1.590 -2.360
O: 0.530 -1.867 -2.804
C: -0.599 1.068 0.987
C: -1.772 1.950 1.529
H: 4.475 -1.387 -0.806
H: -1.692 -1.699 -0.519
H: 1.785 -4.560 -2.279
H: -2.162 0.915 -2.692
H: -2.788 -2.520 -1.044
H: 0.739 -1.719 1.246
H: -0.726 -0.228 3.246
H: -2.561 2.521 -2.563
H: 0.158 -4.391 0.336
H: -0.235 1.615 0.129
H: 1.957 2.782 1.907
H: -3.142 1.222 2.714
H: -3.920 -0.598 -0.396
H: 3.479 -1.730 0.261
H: -1.337 -2.036 1.875
H: 1.072 -5.390 -0.473
H: 0.132 -2.765 -2.754
H: -3.905 0.709 -1.195
H: 2.139 -0.089 -0.833
H: 0.147 3.060 3.095
H: -2.004 -0.761 1.722
H: 0.850 1.625 3.629
H: 1.000 -0.958 -1.380
H: 2.278 -3.535 -1.213
H: 0.730 -3.192 2.009
H: 1.615 3.646 -0.486
H: 4.287 0.940 -2.386
H: -3.011 2.073 0.082
H: -0.115 3.038 -1.873
H: -0.915 0.174 0.534
H: 0.453 3.287 -3.303
H: -0.152 -1.572 -3.132
H: 0.599 -0.765 3.683
H: 3.522 -0.324 -2.228
H: 0.195 0.968 1.824
H: 1.883 4.645 -1.646
H: -1.307 2.716 2.164
H: 1.854 1.804 0.689


Entry 5:
The following is a DFT calculation (ωB97M-V/def2-TZVPD) of a 2-piece molecular cluster, C4H10N2O overall at a distorted geometry.

Output
HOMO level (spin up / spin down): -7.7 / -8.9 eV
spin multiplicity: 1
energy relative to the best compared isomer or geometry (same formula, charge and spin): 7.363 eV
Kohn-Sham gap (spin up / spin down): 7.15 / 8.81 eV

CARTESIAN COORDINATES (ANGSTROEM)
O: 2.036 0.691 0.294
N: -0.593 1.991 -0.452
N: 0.396 -0.750 0.281
C: -0.846 -0.184 0.735
C: -1.115 1.289 0.712
C: -1.365 -1.299 1.135
C: 0.544 -1.329 -1.052
H: 0.418 1.858 -0.481
H: 2.670 0.432 -0.388
H: 0.442 -0.537 -1.793
H: -2.193 1.436 0.810
H: -1.004 1.637 -1.308
H: 1.533 -1.770 -1.132
H: 1.225 -0.745 0.948
H: -1.295 -2.350 1.331
H: -0.643 1.729 1.596
H: -0.209 -2.097 -1.238


Entry 6:
The following is a DFT calculation (ωB97M-V/def2-TZVPD) of C33H41AsCuN7O3 as an isolated structure.

Output
HOMO level (spin up / spin down): -10.0 / -10.0 eV
spin multiplicity: 2
energy relative to the best compared isomer or geometry (same formula, charge and spin): 0.467 eV
total charge: +1
<S²>: 0.7535
Kohn-Sham gap (spin up / spin down): 7.45 / 7.45 eV

CARTESIAN COORDINATES (ANGSTROEM)
As: -2.410 -1.524 0.440
Cu: 0.743 0.532 1.681
O: -1.066 0.735 2.023
O: 2.527 -0.005 0.882
O: 1.543 -0.013 -1.131
N: 0.950 2.564 1.355
N: 2.184 4.353 0.222
N: 1.619 -2.194 2.314
N: 0.637 -1.284 2.415
N: -0.200 4.558 0.559
N: 1.306 4.710 2.451
N: 3.623 -0.193 -2.533
C: -3.423 -4.222 -0.022
C: -2.966 -0.092 -0.744
C: -1.229 -1.136 -2.069
C: 0.917 4.840 -0.333
C: -3.447 1.895 -2.615
C: -3.772 -2.876 0.020
C: -0.193 -3.000 -0.932
C: 4.489 -1.642 -0.831
C: 3.888 -0.252 -1.050
C: -4.393 -5.199 -0.186
C: 1.194 3.279 2.644
C: 0.555 -2.354 -3.125
C: -4.138 1.892 -1.411
C: 1.422 -3.228 3.143
C: -2.246 -0.077 -1.945
C: 2.520 -0.059 -0.380
C: 0.062 5.198 1.848
C: -0.376 -1.326 -3.152
C: 0.247 -2.984 3.822
C: 2.067 2.926 0.434
C: 5.202 -1.932 -2.147
C: -1.650 1.120 3.218
C: -5.729 -4.842 -0.297
C: -3.890 0.902 -0.469
C: 4.218 -1.415 -3.186
C: -0.198 -1.753 3.334
C: -5.112 -2.527 -0.092
C: 0.650 -3.190 -2.020
C: -2.498 0.920 -2.882
C: 2.401 4.991 1.524
C: -1.140 -1.989 -0.963
C: -6.085 -3.503 -0.252
C: -0.314 3.129 0.762
H: -1.095 -1.204 3.557
H: -2.588 0.564 3.371
H: 2.993 2.555 0.879
H: 1.206 -2.508 -3.977
H: -5.409 -1.484 -0.072
H: -3.643 2.668 -3.346
H: -4.104 -6.241 -0.228
H: -0.508 2.613 -0.181
H: 0.145 6.276 1.699
H: 1.373 -3.996 -2.012
H: -6.488 -5.604 -0.413
H: 0.990 5.917 -0.493
H: -1.920 2.191 3.248
H: 5.145 -1.661 0.036
H: 0.740 4.354 -1.295
H: -0.107 -3.646 -0.065
H: -4.866 2.665 -1.204
H: 3.337 4.624 1.951
H: -0.770 5.000 2.526
H: 4.574 0.545 -0.771
H: 2.116 -4.048 3.189
H: 6.136 -1.370 -2.204
H: 2.410 -1.972 1.733
H: 0.352 3.071 3.305
H: -0.223 -3.603 4.563
H: 5.433 -2.985 -2.293
H: 3.685 -2.366 -0.676
H: -7.124 -3.214 -0.344
H: 3.967 0.671 -2.945
H: -1.958 0.941 -3.820
H: 3.401 -2.110 -3.368
H: 4.666 -1.136 -4.135
H: 2.573 -0.171 -2.558
H: -0.442 -0.683 -4.020
H: -1.128 2.909 1.443
H: -2.384 -4.522 0.061
H: -4.418 0.916 0.477
H: 2.109 2.882 3.093
H: 1.881 2.432 -0.520
H: -1.026 0.927 4.104
H: 2.480 6.070 1.384


What is the spin multiplicity in the third record? 1


What is the spin multiplicity in the second record? 2